No. 1
This record from the Open Molecules 2025 dataset describes an isolated ion of composition C6H11BrO7P and charge -1 in a non-equilibrium geometry. The level of theory is the ωB97M-V functional and the def2-TZVPD basis.

Last column: Löwdin charge in e.
Geometry (Å):
C (-0.619, -2.078, 1.973)  -0.09
C (-1.189, -0.853, 2.808)  -0.21
O (-0.667, 0.407, 2.309)  -0.17
O (-1.441, 0.657, 1.184)  -0.21
P (-0.887, 1.977, 0.316)  0.59
O (-0.825, 3.203, 1.169)  -0.27
O (0.530, 1.747, -0.498)  -0.18
C (1.265, 0.575, -0.123)  -0.26
C (1.998, 0.089, -1.474)  -0.68
C (1.234, -1.213, -1.985)  -0.14
Br (3.940, -0.166, -1.249)  0.60
O (-2.051, 2.254, -0.849)  -0.10
C (-1.510, 1.923, -2.171)  -0.75
O (-1.809, 0.819, -2.662)  -0.05
O (-0.777, 2.767, -2.827)  -0.09
H (0.494, -2.149, 2.100)  0.08
H (-0.920, -2.037, 0.889)  0.08
H (-1.075, -3.020, 2.405)  0.08
H (-2.299, -0.816, 2.608)  0.12
H (-0.993, -0.966, 3.906)  0.13
H (2.090, 0.818, 0.613)  0.11
H (0.651, -0.297, 0.212)  0.09
H (1.804, 0.872, -2.264)  0.11
H (0.146, -1.156, -1.674)  0.08
H (1.700, -2.157, -1.597)  0.06
H (1.210, -1.201, -3.115)  0.08

## Properties
- highest occupied orbital energy (eV) = -4.60
- gap between HOMO and LUMO (eV) = 7.3
- molecular weight (g mol⁻¹) = 306.0
- LUMO level (Eh) = 0.09872
- structure (SMILES) = CCOO[P@@](=O)(OC[C@H](C)Br)OC(=O)[O-]
- total charge = -1


No. 2
This record from the Open Molecules 2025 dataset describes C29H33N5O3PdSe4 as an isolated structure in a non-equilibrium geometry. The level of theory is the ωB97M-V functional and the def2-TZVPD basis.

Last column: Mulliken spin population.
Geometry (Å):
Pd (0.161, 0.528, -0.105)  1.18
C (-2.292, 2.275, -2.183)  0.04
C (-3.125, 1.033, -2.166)  0.00
C (-3.975, 0.751, -3.225)  -0.01
C (-4.892, -0.281, -3.137)  0.01
C (-4.975, -1.011, -1.965)  -0.01
C (-4.113, -0.788, -0.896)  0.02
C (-4.347, -1.546, 0.379)  0.00
C (-3.124, 0.213, -1.021)  0.02
N (-2.146, 0.403, -0.025)  0.12
C (-2.549, 0.679, 1.233)  0.00
O (-3.676, 1.009, 1.590)  0.01
C (-1.464, 0.575, 2.264)  0.04
C (-1.743, 0.656, 3.618)  0.00
C (-0.690, 0.635, 4.520)  -0.01
C (0.609, 0.524, 4.042)  0.00
C (0.804, 0.412, 2.679)  0.04
N (-0.220, 0.421, 1.831)  0.11
C (2.163, 0.260, 2.065)  -0.02
O (3.159, 0.133, 2.766)  0.01
N (2.142, 0.282, 0.719)  0.18
C (3.326, 0.008, 0.007)  0.03
C (4.012, 1.060, -0.616)  0.00
C (3.546, 2.469, -0.414)  0.00
C (5.134, 0.769, -1.379)  -0.01
C (5.598, -0.532, -1.486)  0.02
C (4.960, -1.552, -0.800)  -0.01
C (3.821, -1.305, -0.045)  0.01
C (3.145, -2.399, 0.727)  0.00
H (-2.451, 2.841, -3.100)  0.00
H (-2.552, 2.902, -1.326)  -0.01
H (-1.234, 2.034, -2.105)  0.00
H (-3.940, 1.380, -4.106)  0.00
H (-5.575, -0.477, -3.953)  0.00
H (-5.736, -1.777, -1.873)  0.00
H (-4.974, -2.419, 0.199)  0.00
H (-3.418, -1.858, 0.858)  0.00
H (-4.859, -0.893, 1.085)  0.00
H (-2.776, 0.752, 3.918)  0.00
H (-0.877, 0.720, 5.582)  0.00
H (1.476, 0.523, 4.686)  0.00
H (3.461, 2.686, 0.653)  -0.01
H (4.231, 3.182, -0.870)  0.00
H (2.556, 2.618, -0.851)  0.01
H (5.655, 1.574, -1.883)  0.00
H (6.477, -0.744, -2.082)  0.00
H (5.354, -2.561, -0.849)  0.00
H (3.495, -3.379, 0.401)  0.00
H (3.368, -2.284, 1.790)  0.00
H (2.064, -2.344, 0.605)  0.00
Se (0.089, 3.118, 0.304)  1.09
Se (0.727, 4.146, -1.942)  0.12
Se (1.318, 2.473, -3.340)  0.25
Se (0.838, 0.444, -2.392)  0.76
C (2.372, -2.810, -2.864)  -0.01
N (1.193, -3.554, -2.467)  0.00
C (1.018, -4.847, -3.105)  0.00
C (-0.455, -5.170, -3.260)  0.00
C (-1.122, -5.041, -1.905)  0.00
N (-0.821, -3.750, -1.312)  0.00
C (-1.854, -3.186, -0.468)  0.01
C (0.279, -3.012, -1.619)  -0.02
O (0.462, -1.884, -1.110)  0.03
H (2.270, -2.440, -3.889)  0.00
H (3.248, -3.458, -2.803)  0.00
H (2.518, -1.967, -2.202)  0.02
H (1.519, -5.626, -2.517)  0.00
H (1.498, -4.803, -4.084)  0.00
H (-0.584, -6.176, -3.657)  0.00
H (-0.909, -4.459, -3.953)  0.00
H (-0.795, -5.847, -1.237)  0.00
H (-2.206, -5.112, -2.011)  0.00
H (-2.775, -3.057, -1.039)  0.00
H (-1.530, -2.215, -0.108)  -0.01
H (-2.047, -3.846, 0.382)  0.00

## Properties
- highest occupied orbital energy (spin up / spin down) (eV) = -7.06 / -7.69
- relative energy (zero: lowest compared OMol25 entry of this formula, charge and spin) (eV) = 0.0000
- 2S+1 = 5
- gap between HOMO and LUMO (spin up / spin down) (eV) = 5.0 / 4.5
- molecular weight (g mol⁻¹) = 921.9
- LUMO level (spin up / spin down) (Eh) = -0.07555 / -0.11554


No. 3
This record from the Open Molecules 2025 dataset describes C11H13F6N4O5S3Zn as an isolated structure in a non-equilibrium geometry. The level of theory is the ωB97M-V functional and the def2-TZVPD basis.

Last column: Löwdin charge in e.
Geometry (Å):
Zn (-1.733, -0.263, -0.011)  0.48
F (0.706, 0.451, 4.191)  0.11
C (1.077, -0.698, 3.575)  -0.61
F (0.140, -1.633, 3.889)  0.12
F (2.267, -1.100, 4.060)  0.15
S (1.085, -0.349, 1.737)  0.69
O (-0.376, 0.002, 1.577)  -0.38
O (2.078, 0.681, 1.536)  -0.24
N (1.396, -1.813, 1.227)  -0.29
S (0.282, -2.769, 0.477)  0.76
O (-0.535, -1.946, -0.478)  -0.41
O (-0.401, -3.688, 1.386)  -0.25
C (1.673, -3.598, -0.613)  -0.59
F (1.052, -4.336, -1.558)  0.13
F (2.492, -4.437, 0.083)  0.14
F (2.402, -2.658, -1.189)  0.14
N (-3.187, 1.534, 0.668)  0.05
N (-4.518, 1.002, 0.604)  -0.04
C (-4.791, -0.252, 0.174)  -0.75
N (-6.061, -0.619, 0.130)  0.13
S (-3.579, -1.367, -0.336)  0.81
H (-3.001, 1.873, 1.624)  0.14
H (-3.085, 2.245, -0.045)  0.10
H (-5.258, 1.647, 0.805)  0.15
H (-6.788, -0.035, 0.497)  0.13
H (-6.297, -1.579, -0.129)  0.13
C (0.034, 2.964, -0.437)  0.00
C (0.129, 1.625, -1.111)  -0.33
O (-0.926, 0.981, -1.354)  -0.05
C (1.522, 1.187, -1.399)  -0.16
C (2.653, 1.944, -1.010)  -0.04
C (3.926, 1.585, -1.423)  -0.05
C (4.118, 0.477, -2.257)  -0.04
C (3.036, -0.339, -2.552)  -0.06
C (1.733, -0.026, -2.101)  0.01
H (-1.012, 3.365, -0.352)  0.09
H (0.678, 3.711, -0.988)  0.12
H (0.467, 2.893, 0.597)  0.11
H (2.599, 2.832, -0.407)  0.11
H (4.771, 2.232, -1.166)  0.12
H (5.128, 0.218, -2.615)  0.13
H (3.216, -1.272, -3.050)  0.10
H (0.888, -0.673, -2.255)  0.11

## Properties
- highest occupied orbital energy (eV) = -12.28
- gap between HOMO and LUMO (eV) = 8.6
- molecular weight (g mol⁻¹) = 556.8
- LUMO level (Eh) = -0.13386
- total charge = +1


No. 4
This record from the Open Molecules 2025 dataset describes a 9-piece molecular cluster, C6H30NO8 overall in a non-equilibrium geometry. The level of theory is the ωB97M-V functional and the def2-TZVPD basis.

Last column: Löwdin charge in e.
Geometry (Å):
N (-14.781, 9.673, -40.536)  0.36
H (-15.746, 9.723, -40.830)  0.12
H (-14.530, 10.473, -39.973)  0.11
H (-14.136, 9.702, -41.313)  0.13
H (-14.645, 8.884, -39.920)  0.10
O (-14.151, 6.877, -38.450)  -0.57
H (-14.005, 6.003, -38.038)  -0.19
O (-13.380, 11.444, -37.778)  -0.58
H (-12.530, 11.456, -37.298)  -0.17
C (-13.593, 15.390, -39.678)  -0.18
O (-14.722, 14.685, -39.186)  -0.13
H (-13.627, 16.416, -39.311)  0.06
H (-12.663, 14.993, -39.273)  0.08
H (-13.560, 15.406, -40.767)  0.06
H (-14.359, 13.859, -38.858)  0.04
C (-11.684, 8.063, -44.067)  -0.21
O (-12.558, 9.056, -43.768)  -0.11
H (-11.822, 7.140, -43.504)  0.09
H (-11.899, 7.771, -45.095)  0.08
H (-10.642, 8.355, -43.933)  0.08
H (-12.486, 9.763, -44.413)  0.08
C (-9.970, 10.199, -40.020)  -0.16
O (-10.805, 11.336, -40.233)  -0.15
H (-10.617, 9.430, -39.599)  0.08
H (-9.497, 9.854, -40.940)  0.06
H (-9.133, 10.483, -39.383)  0.07
H (-11.495, 11.304, -39.566)  0.02
C (-17.923, 4.608, -39.411)  -0.15
O (-16.658, 4.896, -40.088)  -0.15
H (-18.307, 5.513, -38.941)  0.07
H (-18.768, 4.291, -40.022)  0.06
H (-17.760, 3.820, -38.675)  0.06
H (-16.066, 5.444, -39.568)  0.02
C (-18.875, 8.873, -42.386)  -0.15
O (-18.277, 10.106, -41.986)  -0.13
H (-19.894, 9.068, -42.722)  0.07
H (-18.416, 8.530, -43.313)  0.07
H (-18.836, 8.173, -41.551)  0.08
H (-18.756, 10.811, -42.428)  0.07
C (-12.171, 3.360, -39.172)  -0.21
O (-11.985, 4.460, -39.985)  -0.12
H (-11.393, 2.609, -39.309)  0.07
H (-11.996, 3.707, -38.154)  0.07
H (-13.212, 3.039, -39.137)  0.08
H (-12.505, 5.122, -39.524)  0.04

## Properties
- highest occupied orbital energy (eV) = -3.77
- relative energy (zero: lowest compared OMol25 entry of this formula, charge and spin) (eV) = 0.1591
- gap between HOMO and LUMO (eV) = 5.8
- molecular weight (g mol⁻¹) = 244.3
- LUMO level (Eh) = 0.07623
- total charge = -1


No. 5
This record from the Open Molecules 2025 dataset describes C29H34BFeIN7OS3SeTe as an isolated structure in a non-equilibrium geometry. The level of theory is the ωB97M-V functional and the def2-TZVPD basis.

Last column: Mulliken spin population.
Geometry (Å):
Fe (0.060, 0.224, -0.163)  3.72
C (-2.181, 3.120, -2.658)  0.01
N (-3.029, 2.593, -1.631)  0.01
C (-4.364, 2.323, -1.740)  0.01
C (-4.752, 1.785, -0.559)  0.00
N (-3.675, 1.720, 0.278)  0.00
B (-3.853, 1.147, 1.724)  0.00
N (-2.549, 1.212, 2.553)  0.01
C (-2.281, 2.115, 3.539)  0.00
C (-1.109, 1.784, 4.136)  0.00
N (-0.651, 0.660, 3.510)  0.01
C (0.542, -0.064, 3.831)  0.01
C (-1.536, 0.338, 2.543)  -0.03
S (-1.321, -1.001, 1.519)  0.11
C (-2.628, 2.202, -0.395)  -0.01
S (-1.005, 2.337, 0.097)  0.13
H (-2.465, 2.697, -3.620)  0.00
H (-1.146, 2.860, -2.428)  0.00
H (-2.254, 4.209, -2.707)  0.00
H (-4.911, 2.525, -2.639)  0.00
H (-5.712, 1.426, -0.247)  0.00
H (-4.659, 1.839, 2.267)  0.00
H (-4.189, 0.006, 1.616)  0.00
H (-2.947, 2.924, 3.749)  0.00
H (-0.571, 2.232, 4.946)  0.00
H (1.309, 0.625, 4.178)  0.00
H (0.910, -0.565, 2.933)  -0.01
H (0.338, -0.812, 4.601)  0.00
N (-2.999, -2.412, -0.769)  0.01
C (-2.378, -1.946, -1.861)  0.02
S (-1.978, -0.324, -1.983)  0.02
N (-2.097, -2.737, -2.918)  0.00
C (-2.399, -4.088, -3.122)  0.00
C (-3.566, -4.671, -2.636)  0.00
C (-3.801, -6.016, -2.851)  0.00
C (-2.901, -6.782, -3.568)  0.00
C (-1.761, -6.194, -4.090)  0.00
C (-1.505, -4.856, -3.869)  0.00
H (-3.013, -1.788, 0.034)  0.00
H (-2.936, -3.399, -0.564)  0.00
H (-1.505, -2.300, -3.617)  0.00
H (-4.300, -4.070, -2.122)  0.00
H (-4.700, -6.465, -2.458)  0.00
H (-3.093, -7.830, -3.732)  0.00
H (-1.065, -6.781, -4.668)  0.00
H (-0.609, -4.397, -4.260)  0.00
N (2.638, -2.262, 1.093)  0.00
C (1.512, -2.715, 0.545)  -0.01
O (0.835, -2.068, -0.253)  0.00
C (1.109, -4.109, 0.959)  0.00
I (-0.030, -4.994, -0.614)  0.00
H (2.865, -1.272, 0.968)  0.02
H (3.116, -2.774, 1.815)  0.00
H (0.461, -4.065, 1.832)  0.00
H (1.969, -4.742, 1.162)  0.00
Se (2.001, 0.933, 0.629)  0.81
Te (1.403, -0.268, -2.428)  0.08
C (0.764, -0.857, -4.409)  0.04
C (1.571, -1.740, -5.114)  0.00
C (1.264, -2.082, -6.420)  0.00
C (0.132, -1.561, -7.027)  0.00
C (-0.692, -0.703, -6.320)  0.00
C (-0.374, -0.349, -5.018)  -0.01
C (2.487, 1.372, -3.268)  -0.01
C (3.693, 1.703, -2.661)  0.02
C (4.472, 2.728, -3.164)  0.00
C (4.050, 3.435, -4.277)  0.00
C (2.845, 3.114, -4.877)  0.00
C (2.062, 2.086, -4.381)  0.00
H (2.452, -2.146, -4.635)  0.00
H (1.915, -2.745, -6.969)  0.00
H (-0.111, -1.821, -8.047)  0.00
H (-1.577, -0.297, -6.789)  0.00
H (-1.019, 0.327, -4.472)  0.00
H (4.012, 1.161, -1.781)  0.00
H (5.407, 2.970, -2.684)  0.00
H (4.654, 4.237, -4.674)  0.00
H (2.509, 3.667, -5.742)  0.00
H (1.127, 1.847, -4.870)  0.00

## Properties
- highest occupied orbital energy (spin up / spin down) (eV) = -6.91 / -7.34
- relative energy (zero: lowest compared OMol25 entry of this formula, charge and spin) (eV) = 0.3581
- 2S+1 = 6
- gap between HOMO and LUMO (spin up / spin down) (eV) = 7.1 / 7.0
- molecular weight (g mol⁻¹) = 993.0
- LUMO level (spin up / spin down) (Eh) = 0.00734 / -0.01074


No. 6
This record from the Open Molecules 2025 dataset describes C24H40N5O3RuSSi as an isolated structure. The level of theory is the ωB97M-V functional and the def2-TZVPD basis.

Last column: Mulliken spin population.
Geometry (Å):
Ru (-0.253, 0.214, 0.600)  3.53
O (0.051, 0.333, 2.847)  0.06
C (1.107, 1.073, 3.474)  0.00
C (1.426, 2.263, 2.615)  0.01
C (2.159, 3.319, 3.139)  0.00
C (2.491, 4.375, 2.310)  0.00
C (2.074, 4.342, 0.986)  0.01
C (1.335, 3.259, 0.554)  0.01
N (1.011, 2.232, 1.348)  0.01
H (-0.148, -0.469, 3.344)  0.00
H (1.992, 0.437, 3.560)  0.00
H (0.792, 1.385, 4.469)  0.00
H (2.460, 3.306, 4.179)  0.00
H (3.061, 5.212, 2.690)  0.00
H (2.313, 5.145, 0.301)  0.00
H (0.987, 3.199, -0.469)  0.00
C (-2.785, -3.380, 3.121)  0.00
O (-2.227, -3.643, 1.814)  0.00
C (-1.533, -2.696, 1.233)  -0.01
O (-1.314, -1.578, 1.703)  0.01
N (-1.062, -3.080, 0.030)  -0.01
N (-0.266, -2.183, -0.671)  0.06
H (-2.981, -4.356, 3.550)  0.00
H (-3.711, -2.824, 3.009)  0.00
H (-2.079, -2.825, 3.730)  0.00
H (-1.186, -4.033, -0.276)  0.00
H (-0.632, -2.075, -1.608)  -0.01
H (0.690, -2.516, -0.726)  0.01
N (1.539, 1.223, -2.407)  0.02
C (2.284, 0.639, -1.446)  0.00
N (1.784, -0.066, -0.462)  0.05
C (2.801, -0.536, 0.375)  0.01
C (2.619, -1.363, 1.481)  0.00
C (3.730, -1.752, 2.211)  0.01
C (5.009, -1.330, 1.851)  0.00
C (5.203, -0.521, 0.744)  0.00
C (4.087, -0.135, 0.016)  0.00
S (4.011, 0.834, -1.436)  0.01
H (0.567, 0.974, -2.481)  0.01
H (1.983, 1.591, -3.232)  0.00
H (1.629, -1.712, 1.753)  -0.01
H (3.607, -2.405, 3.066)  0.00
H (5.863, -1.649, 2.433)  0.00
H (6.197, -0.207, 0.454)  0.00
C (-1.915, 3.486, -0.794)  0.05
Si (-2.085, 1.647, -0.442)  0.34
C (-3.046, 0.902, -1.908)  0.03
C (-4.034, 1.827, -2.620)  0.01
C (-1.889, 0.617, -2.900)  0.05
C (-3.711, -0.430, -1.557)  0.01
C (-3.639, 1.897, 1.375)  0.42
C (-3.698, 0.528, 1.973)  0.12
C (-2.869, 2.910, 2.169)  0.03
C (-4.888, 2.371, 0.712)  0.02
H (-2.881, 3.975, -0.944)  0.00
H (-1.376, 3.583, -1.745)  0.00
H (-1.354, 4.036, -0.040)  0.00
H (-3.556, 2.750, -2.956)  0.00
H (-4.886, 2.099, -1.998)  0.00
H (-4.429, 1.322, -3.507)  0.00
H (-1.365, 1.531, -3.202)  0.01
H (-2.297, 0.171, -3.812)  0.00
H (-1.159, -0.090, -2.490)  0.01
H (-4.601, -0.291, -0.939)  0.00
H (-3.031, -1.098, -1.018)  0.01
H (-4.032, -0.941, -2.470)  0.00
H (-2.747, 0.219, 2.397)  -0.03
H (-4.042, -0.228, 1.266)  0.00
H (-4.434, 0.561, 2.789)  0.03
H (-1.844, 2.590, 2.367)  0.00
H (-3.365, 3.005, 3.146)  0.04
H (-2.867, 3.896, 1.709)  0.00
H (-5.356, 1.602, 0.098)  0.01
H (-4.750, 3.284, 0.133)  0.01
H (-5.605, 2.614, 1.511)  0.02

## Properties
- highest occupied orbital energy (spin up / spin down) (eV) = -12.93 / -13.74
- relative energy (zero: lowest compared OMol25 entry of this formula, charge and spin) (eV) = 1.2811
- 2S+1 = 6
- gap between HOMO and LUMO (spin up / spin down) (eV) = 8.5 / 6.3
- molecular weight (g mol⁻¹) = 607.8
- LUMO level (spin up / spin down) (Eh) = -0.16259 / -0.27437
- total charge = +2